{"formula": "C22H16AuN3O7", "method": "wB97M-V/def2-TZVPD", "elements": ["Au", "C", "O", "C", "C", "C", "C", "C", "C", "N", "N", "C", "O", "C", "C", "C", "C", "C", "C", "C", "O", "H", "H", "H", "H", "H", "H", "H", "H", "H", "H", "H", "H", "O", "C", "O", "C", "C", "C", "C", "C", "C", "N", "O", "O", "H", "H", "H", "H"], "xyz": [[-0.35080, -0.15538, -1.11675], [-1.08609, -4.19207, 0.12914], [-2.49834, -4.19841, -0.09320], [-3.20500, -3.04781, -0.16464], [-4.53964, -3.14042, 0.18590], [-5.42101, -2.06512, 0.06187], [-4.96960, -0.87228, -0.43050], [-3.61797, -0.74210, -0.81094], [-3.19466, 0.53988, -1.27116], [-1.98416, 0.92838, -1.50449], [-1.75866, 2.21421, -1.93028], [-0.47967, 2.49748, -1.86132], [0.44434, 1.57592, -1.77826], [-0.04178, 3.91046, -1.93989], [-0.95630, 4.92838, -2.19911], [-0.52436, 6.24179, -2.25495], [0.81481, 6.54573, -2.04407], [1.72483, 5.53270, -1.78193], [1.30008, 4.21427, -1.73448], [-2.72661, -1.83347, -0.72697], [-1.52646, -1.77643, -1.29715], [-0.87105, -5.13368, 0.63129], [-0.79370, -3.35927, 0.75757], [-0.55080, -4.15004, -0.81870], [-4.88725, -4.09379, 0.56106], [-6.45325, -2.18215, 0.36013], [-5.62928, -0.01906, -0.52241], [-3.94078, 1.32579, -1.35401], [-1.99631, 4.68104, -2.35766], [-1.23375, 7.03215, -2.46027], [1.14781, 7.57444, -2.08356], [2.76718, 5.76820, -1.61477], [1.99807, 3.41388, -1.53300], [-0.06353, -1.51599, 1.49304], [1.04909, -1.31212, 1.04004], [1.29628, -0.73249, -0.10291], [2.28694, -1.67102, 1.81163], [2.16117, -2.47201, 2.94155], [3.27972, -2.82383, 3.68116], [4.53338, -2.36753, 3.30496], [4.63085, -1.56315, 2.18380], [3.53590, -1.20772, 1.42201], [5.96232, -1.06478, 1.78344], [6.92463, -1.47511, 2.40068], [6.01672, -0.29207, 0.84860], [1.17335, -2.80608, 3.22804], [3.17754, -3.45157, 4.55534], [5.42405, -2.61979, 3.85996], [3.65175, -0.58793, 0.54617]], "lowdin_charge": [1.404, -0.046, -0.063, -0.207, 0.019, -0.075, -0.047, -0.143, -0.023, -0.132, 0.093, -0.409, -0.148, -0.154, -0.029, -0.076, -0.079, -0.070, -0.018, -0.243, -0.179, 0.094, 0.061, 0.093, 0.126, 0.107, 0.112, 0.143, 0.108, 0.104, 0.104, 0.106, 0.117, 0.025, -0.580, -0.166, -0.110, 0.002, -0.047, 0.005, -0.130, 0.067, -0.352, 0.076, 0.082, 0.122, 0.110, 0.120, 0.129], "energy_ev": -45563.757, "homo_lumo_gap_ev": [6.9418, 6.9408], "spin_multiplicity": 1, "charge": 0, "homo_energy_ev": [-8.576, -8.576], "relative_energy_kj_mol": 58.3}